Here is a molecular structure, C28H22Cl5F4N4O2RhS from the OMol25 dataset. Energies are from ωB97M-V with the def2-TZVPD basis set.

XYZ file:
```
67
Properties=species:S:1:pos:R:3:lowdin_charge:R:1
Rh -0.810 0.153 -0.685 1.06
Cl -2.563 0.096 -4.025 0.75
Cl -2.147 1.644 1.088 0.74
Cl -5.109 1.796 -4.348 0.69
Cl -6.226 3.471 -1.987 0.69
Cl -4.741 3.424 0.783 0.70
S 2.163 -1.118 1.062 0.61
F 1.993 2.595 -4.768 0.09
F 2.406 -2.268 -2.411 0.09
F -0.136 1.580 -3.578 0.04
F 4.450 -1.278 -3.746 0.10
O 3.518 -0.681 0.865 -0.28
O 1.779 -2.428 0.604 -0.32
N -1.942 -1.628 -0.356 -0.34
N 1.107 -0.060 0.454 -0.15
N -0.098 -0.842 -2.237 -0.11
N 0.479 1.744 -0.637 -0.05
C -1.366 -2.291 0.836 -0.07
C 1.006 0.868 -3.540 -0.17
C -0.262 -2.268 -1.996 -0.21
C 2.145 0.041 3.548 -0.05
C 1.242 -2.185 3.413 -0.06
C 1.461 1.214 0.118 -0.38
C -1.694 -2.453 -1.565 -0.18
C 1.861 0.070 4.902 -0.03
C 2.641 3.278 -0.052 -0.05
C -2.424 1.026 -1.469 -0.32
C 1.829 -1.088 2.805 -0.27
C -3.394 -1.507 -0.135 -0.07
C 3.326 -0.551 -3.689 -0.21
C 2.245 -1.071 -3.001 -0.14
C -4.278 1.788 -2.843 -0.70
C 0.524 3.003 -1.080 -0.12
C -4.794 2.544 -1.788 -0.71
C 2.106 1.389 -4.186 -0.22
C 1.263 -1.020 5.534 -0.27
C 0.938 -0.979 7.002 -0.05
C -3.108 1.034 -2.681 -0.67
C 3.292 0.692 -4.280 0.07
C 0.964 -2.145 4.772 -0.03
C 1.028 -0.376 -2.883 -0.16
C -4.141 2.536 -0.559 -0.71
C 2.594 1.985 0.419 -0.01
C -2.988 1.779 -0.454 -0.66
C 1.595 3.816 -0.803 -0.06
H 1.623 4.830 -1.172 0.11
H 1.024 -3.065 2.824 0.11
H -0.299 -2.442 0.710 0.04
H 1.518 -0.212 7.514 0.08
H 0.516 -3.009 5.249 0.12
H 4.148 1.095 -4.801 0.14
H 2.114 0.949 5.483 0.11
H 0.426 -2.667 -1.249 0.09
H -0.320 3.330 -1.671 0.12
H -2.352 -2.084 -2.348 0.09
H 1.142 -1.938 7.477 0.08
H -0.120 -0.754 7.156 0.08
H 3.415 1.556 0.969 0.09
H -1.937 -3.499 -1.353 0.13
H -0.095 -2.818 -2.926 0.14
H 3.511 3.884 0.167 0.11
H -3.877 -1.072 -1.006 0.09
H -3.814 -2.501 0.046 0.10
H -1.854 -3.259 0.988 0.10
H 2.620 0.891 3.074 0.10
H -3.582 -0.881 0.736 0.08
H -1.541 -1.662 1.709 0.09
```

**Kohn-Sham gap (alpha / beta)**: 7.47 / 7.47 eV
**HOMO (alpha / beta)**: -7.66 / -7.66 eV
**Calculated total energy**: -126773.76601 eV


Here is a molecular structure, C32H24F3N8O2PdS from the OMol25 dataset. Energies are from ωB97M-V with the def2-TZVPD basis set.

XYZ file:
```
71
Properties=species:S:1:pos:R:3:lowdin_charge:R:1
Pd 0.714 1.210 -0.287 1.29
S -2.516 1.829 -2.093 1.01
F -1.124 1.955 1.830 0.15
F 0.710 2.943 0.682 -0.40
F 0.216 0.375 2.412 0.13
O -2.059 3.204 -2.393 -0.47
O 0.947 3.175 -2.378 0.04
N 1.008 -0.962 -0.147 -0.01
N 1.330 0.966 -2.428 0.05
N -1.548 -1.116 -7.164 0.12
N -1.508 -0.088 1.001 0.06
N -1.449 1.086 -0.950 -0.16
N 2.598 1.452 -0.044 -0.08
N -3.244 -0.381 -0.555 0.15
N 8.211 -4.215 4.075 0.18
C 1.807 -0.130 -3.040 -0.11
C 4.675 1.310 0.812 0.03
C 4.346 -1.505 1.539 -0.21
C -2.423 0.771 -5.946 -0.02
C -1.950 -1.106 1.776 0.01
C -2.089 0.210 -0.201 -0.48
C 7.383 -3.633 3.534 -0.17
C 3.258 -0.760 0.839 -0.04
C -2.137 0.888 -3.563 -0.38
C 5.347 -2.136 0.810 -0.01
C 2.118 -1.493 0.484 -0.25
C 5.347 -2.268 3.588 0.00
C 0.210 -1.984 -0.460 -0.16
C 1.815 1.000 -5.136 -0.03
C 6.347 -2.902 2.854 -0.22
C -3.054 -1.790 1.381 0.00
C 1.962 -2.896 0.570 0.01
C 6.348 -2.835 1.463 0.00
C 2.056 -0.152 -4.390 -0.05
C -2.611 1.435 -4.753 -0.08
C -1.775 -0.472 -5.974 -0.32
C -0.501 0.875 1.411 -0.48
C 4.474 2.593 0.361 -0.02
C 1.191 2.098 -3.114 -0.40
C 0.760 -3.204 -0.036 -0.05
C 3.484 0.570 0.571 -0.21
C 1.390 2.141 -4.495 0.03
C 4.349 -1.572 2.928 0.00
C -1.506 -0.344 -3.576 -0.10
C -3.704 -1.339 0.215 -0.05
C -1.326 -1.020 -4.767 -0.03
C 3.156 2.653 -0.129 -0.09
H 1.245 3.078 -5.014 0.13
H -3.444 -2.610 1.963 0.12
H 1.988 1.009 -6.204 0.12
H 3.570 -1.074 3.492 0.13
H -0.824 -1.981 -4.770 0.12
H 5.358 -2.322 4.668 0.13
H -0.711 -1.835 -1.004 0.09
H -1.142 -0.779 -2.659 0.07
H -4.639 -1.792 -0.095 0.13
H 5.170 3.415 0.370 0.11
H 0.028 3.531 -2.538 0.12
H -1.312 -2.092 -7.144 0.10
H 5.343 -2.078 -0.272 0.13
H 1.958 -1.005 -2.422 0.11
H 2.423 -1.057 -4.852 0.11
H 7.130 -3.327 0.903 0.13
H 0.325 -4.180 -0.171 0.10
H -1.390 -1.300 2.679 0.15
H -2.783 1.209 -6.869 0.12
H 2.670 -3.580 1.008 0.12
H 5.572 0.895 1.242 0.13
H -3.114 2.394 -4.747 0.12
H -2.062 -0.817 -7.974 0.10
H 2.606 3.497 -0.510 0.12
```

**Kohn-Sham gap**: 6.23 eV
**Relative energy (zero: lowest compared OMol25 entry of this formula, charge and spin)**: 26.8 kcal per mole
**HOMO**: -10.79 eV
**Calculated total energy**: -72047.94467 eV
**Net charge**: +1


Here is 4 unconnected molecules or ions with the total composition C6H18IO3 from the OMol25 dataset. Energies are from ωB97M-V with the def2-TZVPD basis set.

XYZ file:
```
28
Properties=species:S:1:pos:R:3:lowdin_charge:R:1
I 4.546 29.027 -13.016 -0.06
O 1.848 31.141 -11.833 -0.14
O 7.494 31.087 -12.753 -0.14
O 5.155 25.797 -11.723 -0.15
C 8.953 29.120 -12.710 -0.11
C 8.709 30.543 -13.207 -0.36
C 0.612 30.559 -11.458 -0.34
C -0.381 30.578 -12.617 -0.10
C 6.681 24.146 -10.944 -0.11
C 6.515 25.548 -11.485 -0.37
H 7.743 23.874 -10.964 0.07
H -0.552 31.616 -12.922 0.07
H 6.941 26.279 -10.783 0.11
H 9.529 31.174 -12.855 0.10
H 2.444 30.425 -12.109 -0.10
H 6.089 23.435 -11.514 0.07
H -0.002 30.012 -13.465 0.07
H 6.836 30.369 -12.778 -0.10
H 8.774 29.076 -11.629 0.07
H 5.092 26.632 -12.224 -0.12
H 6.407 24.102 -9.886 0.07
H 0.200 31.131 -10.623 0.10
H 0.759 29.524 -11.129 0.11
H 8.746 30.540 -14.308 0.10
H -1.358 30.184 -12.319 0.06
H 10.007 28.844 -12.824 0.06
H 8.316 28.382 -13.192 0.06
H 7.097 25.657 -12.416 0.11
```

**Kohn-Sham gap**: 7.89 eV
**Relative energy (zero: lowest compared OMol25 entry of this formula, charge and spin)**: 5.1 kcal per mole
**HOMO**: -4.49 eV
**Calculated total energy**: -20759.57978 eV
**Net charge**: -1


Here is 2 unconnected molecules or ions with the total composition C2H5N5O2 from the OMol25 dataset. Energies are from ωB97M-V with the def2-TZVPD basis set.

XYZ file:
```
14
Properties=species:S:1:pos:R:3:lowdin_charge:R:1
O 3.289 1.807 -0.006 0.03
O 2.366 0.113 1.232 0.11
N 2.779 0.712 -0.006 -0.24
N -2.209 1.522 -0.090 0.05
N -1.033 -0.361 0.593 0.06
N 1.888 -1.272 -0.410 0.09
N -1.715 0.693 0.714 -0.31
C 2.471 -0.170 -0.934 -0.10
C 1.851 -1.058 0.861 -0.22
H -0.861 -0.600 -0.389 0.05
H 1.430 -1.708 1.601 0.13
H -2.010 1.284 -1.067 0.05
H 2.649 -0.012 -1.976 0.14
H -1.906 0.925 1.701 0.16
```

**Kohn-Sham gap (alpha / beta)**: 9.68 / 9.68 eV
**Relative energy (zero: lowest compared OMol25 entry of this formula, charge and spin)**: 114.9 kcal per mole
**HOMO (alpha / beta)**: -8.96 / -8.96 eV
**Calculated total energy**: -13694.56291 eV


Here is a molecular structure, C36H32AsClOPYb from the OMol25 dataset. Energies are from ωB97M-V with the def2-TZVPD basis set.

XYZ file:
```
73
Properties=species:S:1:pos:R:3:mulliken_spin:R:1
Yb -1.134 -2.113 -1.359 0.02
As -0.644 -3.155 2.243 0.00
Cl 0.155 0.160 -0.698 0.16
P 0.150 0.574 -2.852 0.29
O -1.053 -2.727 0.642 0.00
C 2.102 -2.463 1.669 -0.01
C 1.802 -4.447 3.057 0.00
C 0.618 3.210 -2.225 0.01
C -1.956 -2.667 -3.965 -0.07
C -0.608 5.070 -3.179 0.02
C -1.225 -0.443 -3.353 0.01
C -3.845 -5.849 2.138 0.00
C -1.363 4.185 -3.956 0.00
C -3.427 -1.219 -2.695 -0.08
C -0.143 -1.203 4.320 0.00
C -1.050 -1.614 3.336 0.01
C -0.483 -0.135 5.160 0.00
C 2.541 -0.877 -2.677 0.02
C -2.607 0.102 4.010 0.00
C 4.123 -0.991 -4.505 0.00
C 3.336 -0.106 -5.251 0.01
C -2.910 -5.968 4.375 0.00
C 3.185 -4.500 3.272 0.00
C -1.714 0.512 5.008 0.00
C -3.155 -2.461 -3.276 0.25
C -3.887 -6.347 3.447 0.00
C -2.833 -4.964 1.756 -0.01
C 3.724 -1.371 -3.220 0.00
C 1.267 -3.396 2.300 0.00
C -0.994 -1.659 -4.033 0.11
C -2.274 -0.961 3.162 0.00
C 3.487 -2.538 1.873 0.00
C 1.736 0.006 -3.426 0.03
C -1.874 -4.564 2.698 0.00
C 0.386 4.580 -2.322 -0.01
C 2.153 0.402 -4.719 -0.02
C -2.479 -0.202 -2.738 0.19
C 4.023 -3.542 2.688 0.00
C -0.163 2.313 -2.985 0.00
C -1.898 -5.071 4.006 0.00
C -1.140 2.811 -3.876 0.02
H -2.935 -6.359 5.393 0.00
H 1.389 2.820 -1.560 0.00
H 3.601 -5.290 3.899 0.00
H -4.604 -6.140 1.411 0.00
H -1.141 -4.759 4.726 0.00
H -1.775 -3.617 -4.477 0.00
H 1.138 -5.202 3.479 0.00
H -0.063 -1.802 -4.586 0.02
H 1.540 1.099 -5.296 -0.01
H 5.099 -3.582 2.865 0.00
H -1.979 1.338 5.670 0.00
H 5.050 -1.385 -4.925 0.00
H 0.813 -1.718 4.427 0.00
H -4.395 -1.027 -2.228 0.00
H 2.246 -1.165 -1.666 -0.01
H 4.140 -1.803 1.400 0.00
H -4.684 -7.029 3.742 0.00
H 3.644 0.190 -6.255 0.00
H -3.567 0.605 3.889 0.00
H -2.959 -1.286 2.374 0.00
H -2.692 0.775 -2.296 0.03
H 0.985 5.269 -1.726 0.00
H 1.669 -1.681 1.037 0.01
H -0.354 -3.677 -1.872 0.00
H -2.791 -4.564 0.739 0.01
H -0.789 6.143 -3.243 0.00
H 0.219 0.182 5.934 0.00
H -1.714 2.121 -4.499 0.00
H 4.340 -2.056 -2.635 0.00
H -2.133 4.565 -4.628 0.00
H -3.908 -3.251 -3.238 0.03
H 0.180 -3.347 -1.174 0.00
```

**Kohn-Sham gap (alpha / beta)**: 5.64 / 8.05 eV
**Expectation value of S²**: 0.77
**HOMO (alpha / beta)**: -11.29 / -14.03 eV
**Calculated total energy**: -154063.01379 eV
**Net charge**: +2
**2S+1**: 2


Here is C2H5NS2 in the gas phase from the OMol25 dataset. Energies are from ωB97M-V with the def2-TZVPD basis set.

XYZ file:
```
10
Properties=species:S:1:pos:R:3:lowdin_charge:R:1
S -2.761 2.035 0.015 0.60
S 0.073 -0.114 -1.060 0.78
N -1.970 0.724 0.641 -0.55
C -0.800 0.201 0.435 -0.66
C 1.574 -1.050 -0.170 -0.38
H 1.517 -2.142 -0.454 0.01
H 2.556 -0.922 -0.832 0.05
H 1.904 -1.060 1.029 0.11
H -1.623 2.804 -0.866 -0.02
H -0.469 -0.476 1.261 0.07
```

**Kohn-Sham gap**: 8.35 eV
**Relative energy (zero: lowest compared OMol25 entry of this formula, charge and spin)**: 83.8 kcal per mole
**HOMO**: -8.06 eV
**Calculated total energy**: -25312.19343 eV
**SMILES**: CS/C=N\S


Here is C21H33N3O in the gas phase from the OMol25 dataset. Energies are from ωB97M-V with the def2-TZVPD basis set.

XYZ file:
```
58
Properties=species:S:1:pos:R:3:lowdin_charge:R:1
O -2.719 -1.731 -3.266 0.06
N -1.129 -1.207 -1.724 0.11
N 1.834 -0.693 -0.775 -0.12
N -3.266 -0.328 -1.589 0.13
C -1.079 2.694 3.614 -0.07
C -0.047 -1.894 -2.399 -0.27
C -2.569 2.548 3.297 -0.39
C -2.318 0.462 1.893 -0.03
C -3.596 1.648 -0.245 -0.01
C -3.103 0.353 -0.381 -0.25
C -3.309 1.887 4.462 -0.07
C 0.692 -2.826 -1.428 -0.06
C 1.985 -0.313 -2.158 -0.29
C 2.019 0.662 1.267 -0.22
C -2.771 1.769 2.021 -0.22
C -3.428 2.340 0.938 -0.03
C -2.486 -0.244 0.718 -0.04
C 1.806 -2.125 -0.605 -0.29
C 0.895 -0.901 -3.094 -0.06
C 1.103 0.135 0.149 -0.20
C -2.372 -1.141 -2.263 -0.55
C 3.199 -2.654 -0.980 -0.15
C 3.387 -0.762 -2.601 -0.15
C 3.097 1.593 0.730 -0.10
C 3.563 -2.265 -2.409 -0.19
H 3.924 -2.210 -0.295 0.12
H 3.234 -3.738 -0.857 0.11
H 1.645 -2.328 0.459 0.14
H 1.129 -3.643 -2.002 0.11
H 0.285 -0.099 -3.513 0.12
H -0.547 -2.500 -3.164 0.14
H 1.373 -1.408 -3.932 0.11
H 3.749 1.929 1.533 0.07
H -4.368 1.789 4.231 0.08
H -2.986 3.551 3.153 0.13
H -0.879 -0.524 -1.029 0.09
H 1.949 0.780 -2.208 0.14
H 3.697 1.073 -0.011 0.06
H -4.094 -0.114 -2.126 0.15
H 2.928 -2.806 -3.112 0.10
H 2.488 -0.188 1.764 0.11
H 3.555 -0.486 -3.643 0.11
H 4.597 -2.547 -2.619 0.11
H -0.940 3.318 4.494 0.08
H -1.832 -0.024 2.726 0.11
H -2.164 -1.273 0.654 0.12
H -0.628 1.724 3.810 0.07
H 4.124 -0.238 -1.989 0.11
H 0.669 0.994 -0.374 0.13
H 2.649 2.467 0.262 0.07
H -4.108 2.111 -1.077 0.11
H -2.909 0.896 4.662 0.07
H -3.811 3.347 1.019 0.11
H 1.404 1.189 2.000 0.09
H -3.205 2.487 5.363 0.08
H -0.557 3.154 2.778 0.08
H -0.050 -3.264 -0.759 0.12
H 0.288 -0.423 0.629 0.10
```

**Kohn-Sham gap**: 8.70 eV
**Relative energy (zero: lowest compared OMol25 entry of this formula, charge and spin)**: 0.0 kcal per mole
**HOMO**: -7.97 eV
**Calculated total energy**: -28831.93597 eV
**SMILES**: CCCN1[C@@H]2CCC[C@H]1C[C@H](NC(=O)Nc1ccc(C(C)C)cc1)C2